C37H60AlFN13O3 as an isolated structure in a non-equilibrium geometry. Source: the OMol25 dataset; level of theory: ωB97M-V/def2-TZVPD.

Summary:
Strongest force on any atom ... 5.73 eV/A
Molar mass ... 780.96 g mol⁻¹
HOMO energy ... -4.5 eV

Structure (ORCA input):
```
! RIJCOSX wB97M-V def2-TZVPD def2/J DEFGRID3
* xyz -1 1
C 2.49505 -4.53079 -4.26845
C 2.34912 -3.06437 -3.80285
C 2.93454 -2.64061 -2.57746
C 2.77979 -1.27765 -2.18711
C 2.03686 -0.32249 -2.94610
C 1.97827 1.10346 -2.38229
C 0.71691 1.35362 -1.46608
C 2.18566 2.23356 -3.46079
C 1.40078 -0.75611 -4.17040
O 0.68040 0.15733 -4.88938
C -0.47318 -0.42492 -5.57892
Al -2.09485 0.84331 -5.33521
C -1.49753 2.52551 -4.37193
C -2.69117 3.55736 -4.09206
C -2.78934 3.83635 -2.54775
C -3.63196 2.77736 -1.77400
N -2.78320 1.71260 -1.20048
C -3.51670 0.69462 -0.58169
N -4.69271 0.90163 -0.10017
N -2.88733 -0.62511 -0.45867
C -3.42978 -0.13934 -4.10312
C -4.20671 -1.19655 -4.93944
C -5.19297 -2.02772 -4.05593
F -3.30833 -2.13532 -5.53461
O -2.92260 1.19804 -6.99458
N -4.01364 1.95776 -6.76877
O -4.94622 1.50366 -7.37201
C 1.61015 -2.11568 -4.54874
H 1.62434 -4.79619 -4.91009
H 3.44705 -4.73043 -4.79362
H 2.39452 -5.17770 -3.36774
H 3.49376 -3.33774 -1.93405
H 3.23220 -0.94758 -1.23304
H 2.85192 1.19998 -1.69610
H -0.10901 0.74615 -1.88097
H 1.00896 0.99657 -0.45088
H 0.46831 2.42755 -1.36571
H 1.28640 2.86017 -3.61207
H 3.03707 2.88700 -3.16756
H 2.42914 1.79440 -4.45424
H -0.79754 -1.39884 -5.17180
H -0.26538 -0.44423 -6.67459
H -0.67240 3.00292 -4.94874
H -1.07630 2.26817 -3.37627
H -2.55214 4.49566 -4.67148
H -3.62831 3.02921 -4.37040
H -1.77029 3.88002 -2.09935
H -3.29851 4.81601 -2.39690
H -4.46786 2.38761 -2.40306
H -4.11602 3.28994 -0.91691
H -2.33994 1.25758 -2.00481
H -5.01312 0.02240 0.30646
H -3.60300 -1.33023 -0.62963
H -2.65307 -0.69562 0.53195
H -4.09005 0.55146 -3.54177
H -2.77645 -0.72724 -3.40542
H -4.70405 -0.66226 -5.77258
H -5.09306 -3.10261 -4.32902
H -6.22865 -1.68607 -4.28126
H -4.96868 -1.89748 -2.97783
H 1.13673 -2.44669 -5.49232
C 1.79766 -0.37352 2.57839
C 2.90494 -0.39828 1.61097
N 3.76873 -0.41749 0.85054
H 2.19297 -0.28732 3.59042
H 1.14839 0.47648 2.37338
H 1.21744 -1.28982 2.49764
C -2.31472 -4.18876 1.17497
C -1.47627 -2.98280 1.11497
N -0.81492 -2.04254 1.06805
H -1.99533 -4.81301 2.00181
H -3.35520 -3.91109 1.32229
H -2.22253 -4.75209 0.24580
C -1.13955 -3.90725 5.46650
C -2.30369 -3.96608 4.56372
N -3.20791 -4.01151 3.85182
H -1.42012 -4.25279 6.45652
H -0.34301 -4.54093 5.08343
H -0.77612 -2.88647 5.53703
C -3.94092 4.11170 2.32788
C -3.81891 4.96788 1.13843
N -3.72288 5.62266 0.19820
H -4.60988 4.57598 3.05140
H -4.34289 3.13924 2.04022
H -2.96220 3.97223 2.78478
C 2.51696 -3.30333 8.11870
C 1.98810 -3.13293 6.75713
N 1.60546 -2.98830 5.68076
H 1.75459 -3.03597 8.84593
H 2.80934 -4.34070 8.27406
H 3.38678 -2.66245 8.25922
C 6.54343 1.30862 2.68979
C 6.72074 1.65542 4.11392
N 6.85993 1.92485 5.23298
H 6.97082 0.32706 2.49153
H 5.48366 1.28979 2.43856
H 7.04348 2.04685 2.06469
C 4.35278 4.39407 -6.52591
C 4.55353 4.76043 -5.11479
N 4.70825 5.04440 -4.01117
H 4.78592 3.41370 -6.71811
H 3.28769 4.36251 -6.75103
H 4.83245 5.12898 -7.17090
C 5.91754 3.13830 9.65330
C 6.22906 2.67458 8.28709
N 6.47399 2.31825 7.21144
H 6.33585 2.44647 10.38319
H 6.34368 4.12746 9.81626
H 4.83810 3.18969 9.78966
C -2.34134 -4.13849 9.92830
C -1.27298 -4.07255 8.91812
N -0.44068 -4.02134 8.12389
H -1.92513 -3.95941 10.91843
H -3.09676 -3.38307 9.71696
H -2.80678 -5.12277 9.90982
*
```